# 1
# C6H10Cl3NaO18

A molecular structure, C6H10Cl3NaO18 at a distorted geometry (wB97M-V/def2-TZVPD, the Open Molecules 2025 dataset).

```
38
Properties=species:S:1:pos:R:3:forces:R:3
Na -18.746773 -6.440207 3.290875 0.052 0.756 -0.564
Cl -20.947122 -3.963394 3.581441 -0.464 -0.512 -0.209
O -20.909206 -2.578335 3.956779 0.110 0.062 -0.103
O -20.300285 -4.767432 4.609730 0.036 -0.286 0.289
O -22.337703 -4.381760 3.450091 0.387 0.069 0.096
O -20.246542 -4.215607 2.344568 -0.105 0.205 0.073
Cl -15.749111 -3.815115 3.788474 -0.011 -0.147 0.412
O -14.381889 -4.302530 3.863452 0.085 0.030 -0.067
O -16.638899 -4.949420 3.962799 -0.287 -0.043 0.009
O -15.967408 -2.871969 4.868151 0.053 -0.114 -0.208
O -15.988612 -3.193024 2.520397 0.086 0.053 0.035
Cl -17.455019 -6.654094 -0.278604 -0.147 -0.295 0.040
O -17.450065 -5.373351 -0.934091 0.100 -0.155 0.046
O -16.285829 -6.811121 0.557825 0.064 0.058 -0.032
O -18.645388 -6.779276 0.546293 0.021 0.044 0.216
O -17.471959 -7.714305 -1.271009 0.023 0.064 -0.056
C -13.863308 -7.963318 3.513850 -0.558 -0.030 0.369
C -14.110553 -9.458226 3.773627 0.012 0.450 -0.415
O -15.500088 -9.621066 3.478566 -0.042 0.038 0.351
C -16.092562 -8.394784 3.497375 0.840 0.358 -0.642
O -17.260536 -8.219156 3.382056 -0.745 -0.303 0.413
O -15.188137 -7.426591 3.605036 0.091 -0.186 0.055
H -13.455957 -7.721856 2.535875 -0.002 -0.033 -0.058
H -13.292635 -7.498436 4.312331 0.206 0.073 -0.156
H -13.909344 -9.684570 4.820992 -0.118 -0.276 -0.004
H -13.564410 -10.114217 3.102748 0.160 -0.057 0.109
C -19.595151 -8.494617 5.979964 0.574 0.470 0.257
O -20.900540 -8.920551 5.611393 -0.248 -0.288 -0.015
C -21.244448 -8.647840 4.355316 -0.202 0.374 0.083
O -20.607224 -7.997266 3.575723 0.345 -0.031 -0.051
O -22.438785 -9.197365 4.117613 0.139 -0.069 0.045
C -22.921018 -9.065936 2.783400 -0.352 0.426 -0.600
H -19.554946 -7.421078 6.183717 -0.232 -0.004 -0.190
H -18.869433 -8.725877 5.201575 -0.024 -0.111 0.023
H -19.345513 -9.004353 6.907793 -0.089 -0.176 -0.093
H -23.827488 -8.457533 2.767169 -0.054 -0.179 0.321
H -23.132859 -10.061813 2.401029 0.012 -0.030 0.029
H -22.227547 -8.542358 2.127942 0.282 -0.205 0.192
```
Forces are in eV/Å.

## Properties
gap between HOMO and LUMO: 7.428 eV
net charge: -2
electronic energy: -85205.5253 eV

=====

# 2
# C3H10N4O

A single C3H10N4O molecule at a distorted geometry (wB97M-V/def2-TZVPD, the Open Molecules 2025 dataset).

```
18
Properties=species:S:1:pos:R:3:forces:R:3
C -0.343770 0.842222 -1.937540 0.087 0.101 -0.020
C 0.535310 -2.487961 -0.635000 0.087 0.131 0.089
N 0.261661 1.200439 1.187553 0.898 -0.443 -1.764
C 0.264042 -1.007096 -0.538893 -0.440 0.767 -1.114
N 0.735326 0.874995 2.427671 0.989 -0.479 0.641
N -0.859032 1.963732 1.283661 -0.347 -0.555 0.056
O 0.048691 -0.511532 -1.804138 0.118 -0.279 0.205
N 0.239387 -0.421058 0.566405 -0.787 0.219 1.523
H -1.099087 2.402964 0.407453 0.045 -0.196 0.056
H 1.365578 0.074088 2.230425 -0.506 0.862 0.521
H 0.011109 0.524474 3.060033 -0.164 -0.090 -0.202
H -1.654434 1.540354 1.761330 0.016 -0.079 -0.144
H 0.388707 1.515128 -1.485432 -0.101 -0.033 0.080
H -0.387064 1.032483 -3.009552 -0.028 0.014 0.084
H -1.339165 0.999736 -1.507841 0.114 0.010 0.046
H 1.511682 -2.638924 -1.094000 0.046 -0.038 -0.036
H 0.529008 -2.933561 0.354905 0.015 0.044 -0.007
H -0.207949 -2.970484 -1.267040 -0.043 0.043 -0.014
```
Forces are in eV/Å.

## Properties
gap between HOMO and LUMO: 8.932 eV
SMILES: CO/C(C)=N\N(N)N
electronic energy: -11276.7930 eV

=====

- What is the formula in the second record?
  C3H10N4O

=====

- Which of these has the lowest electronic energy?
  C6H10Cl3NaO18

=====

- Which value of gap between HOMO and LUMO does entry 2 give?
  8.932 eV

=====

- Which formula does entry 1 have?
  C6H10Cl3NaO18